{"formula": "C26H73N5O8", "method": "ωB97M-V/def2-TZVPD", "lumo_energy_ev": 0.445, "e_above_lowest_kcal_mol": 50.3, "e_tot_ev": -51970.9718, "total_charge": 0, "symbols": ["C", "O", "C", "C", "C", "N", "H", "H", "H", "H", "H", "H", "H", "H", "H", "H", "H", "C", "O", "C", "C", "C", "N", "H", "H", "H", "H", "H", "H", "H", "H", "H", "H", "H", "C", "O", "C", "C", "C", "N", "H", "H", "H", "H", "H", "H", "H", "H", "H", "H", "H", "C", "O", "C", "C", "C", "N", "H", "H", "H", "H", "H", "H", "H", "H", "H", "H", "H", "C", "O", "C", "C", "C", "N", "H", "H", "H", "H", "H", "H", "H", "H", "H", "H", "H", "C", "C", "O", "H", "H", "H", "H", "H", "H", "C", "C", "O", "H", "H", "H", "H", "H", "H", "C", "C", "O", "H", "H", "H", "H", "H", "H"], "positions_angstrom": [[-2.7883, 3.9460, -1.0010], [-2.0120, 5.0800, -0.5590], [-2.0955, 6.1983, -1.4600], [-0.9934, 6.1012, -2.6333], [0.4550, 5.9186, -2.1990], [-0.9842, 7.2464, -3.5621], [-3.8225, 4.2324, -1.1919], [-2.8592, 3.1602, -0.2489], [-2.3336, 3.5757, -1.9198], [-3.1209, 6.3870, -1.7778], [-1.8525, 7.0401, -0.8116], [-1.2761, 5.2905, -3.3048], [0.6033, 4.9188, -1.7910], [0.7857, 6.6469, -1.4585], [1.1516, 6.0108, -3.0324], [-1.7265, 7.0451, -4.2167], [-0.1703, 7.2011, -4.1584], [-0.0134, 4.3183, 2.1731], [0.5856, 3.1039, 2.6676], [0.2929, 2.8595, 4.0446], [1.0060, 1.6505, 4.5108], [0.6778, 1.2564, 5.9270], [2.4530, 1.9219, 4.4858], [0.2041, 5.1389, 2.8567], [-1.0885, 4.2987, 1.9944], [0.4320, 4.5762, 1.2123], [0.4664, 3.6142, 4.8117], [-0.7640, 2.5930, 4.0571], [0.7709, 0.8375, 3.8239], [-0.3910, 1.1007, 6.0738], [1.1669, 1.9966, 6.5602], [1.0870, 0.2915, 6.2265], [2.6394, 2.2594, 3.5523], [2.6408, 2.7072, 5.0925], [0.3698, -3.3600, -2.3540], [0.2434, -4.6639, -2.9987], [0.5991, -5.7342, -2.1243], [0.3773, -7.1059, -2.8027], [-1.1013, -7.4240, -3.1399], [0.8054, -8.2238, -1.9111], [-0.2034, -3.2409, -1.4345], [0.1607, -2.5624, -3.0669], [1.4019, -3.1456, -2.0767], [1.6504, -5.6386, -1.8526], [0.0526, -5.6985, -1.1819], [0.9192, -7.2470, -3.7378], [-1.1814, -8.2835, -3.8054], [-1.5031, -6.5349, -3.6258], [-1.7593, -7.6251, -2.2945], [0.4515, -9.0315, -2.4036], [0.2236, -8.1635, -1.0876], [-1.2141, -4.4160, 1.7480], [0.0266, -3.9167, 2.2538], [0.7926, -3.3888, 1.2425], [2.1095, -2.8930, 1.7559], [2.0914, -1.8651, 2.8954], [2.8154, -2.3154, 0.6283], [-1.1098, -5.3736, 1.2379], [-1.8055, -3.7202, 1.1528], [-1.7514, -4.6193, 2.6744], [1.0877, -4.0529, 0.4301], [0.2012, -2.6186, 0.7475], [2.6396, -3.7787, 2.1061], [2.8954, -1.9674, 3.6242], [1.1420, -1.8328, 3.4299], [2.1211, -0.8228, 2.5776], [3.6236, -1.8919, 1.0614], [3.2154, -3.1423, 0.2084], [4.9299, 2.0855, -1.2568], [4.0779, 2.7134, -2.1705], [2.7667, 2.2607, -2.4558], [2.6007, 1.0419, -3.3828], [2.9166, 1.3528, -4.8832], [1.2502, 0.4691, -3.4323], [5.8385, 2.6853, -1.3093], [5.1575, 1.0685, -1.5760], [4.6191, 2.1610, -0.2148], [2.2961, 1.8976, -1.5421], [2.2062, 3.1066, -2.8539], [3.2517, 0.2141, -3.1020], [3.9562, 1.6752, -4.9418], [2.3446, 2.2282, -5.1906], [2.6287, 0.5332, -5.5416], [0.9466, 0.0133, -2.5837], [1.0541, -0.1891, -4.1729], [-2.1433, -1.1512, 3.6533], [-3.5254, -1.6910, 3.4568], [-4.4436, -0.7203, 2.8532], [-1.8315, -0.7099, 2.7066], [-1.4641, -1.9605, 3.9213], [-2.1446, -0.3224, 4.3612], [-3.9844, -1.8597, 4.4309], [-3.5066, -2.6911, 3.0237], [-4.5640, 0.0675, 3.3885], [-0.5430, 1.4551, -0.3015], [0.3229, 0.3903, 0.3196], [0.9668, -0.4217, -0.6066], [-1.3688, 0.9430, -0.7956], [0.0700, 2.0859, -0.9453], [-0.8921, 2.1315, 0.4786], [-0.1838, -0.3218, 0.9710], [1.0725, 0.7977, 0.9980], [1.4917, -1.0634, -0.1226], [-3.7442, -1.2590, -0.9712], [-3.8313, 0.1419, -0.3465], [-5.1119, 0.2778, 0.2385], [-4.4390, -1.5116, -1.7721], [-3.9344, -1.9706, -0.1677], [-2.7348, -1.3559, -1.3708], [-3.7708, 1.0170, -0.9936], [-3.0659, 0.1699, 0.4290], [-5.0511, -0.0099, 1.1524]]}